{
  "formula": "C32H49BN7O3P2Tl",
  "method": "wB97M-V/def2-TZVPD",
  "spin_multiplicity": 1,
  "e_above_lowest_kcal_mol": 0.00,
  "mol_weight_g_mol": 856.93,
  "charge": -2,
  "orbital_gap_ev": 5.2,
  "homo_energy_ev": -0.955,
  "species": ["H", "H", "H", "H", "C", "H", "H", "C", "H", "C", "C", "N", "H", "C", "H", "C", "P", "H", "H", "H", "C", "B", "H", "N", "C", "Tl", "C", "H", "H", "O", "H", "H", "C", "H", "C", "H", "C", "N", "H", "O", "C", "C", "C", "H", "H", "C", "H", "H", "H", "H", "H", "C", "C", "C", "H", "H", "C", "H", "C", "H", "H", "C", "H", "H", "H", "C", "H", "H", "N", "N", "N", "H", "H", "H", "H", "H", "H", "P", "H", "H", "C", "C", "C", "H", "H", "C", "N", "C", "C", "H", "C", "H", "C", "C", "O"],
  "coordinates": [[2.2568, -3.4703, 1.2693], [-2.6623, 1.9067, -0.3226], [-3.0700, 5.1360, 1.3259], [-2.7111, -4.1748, 1.6511], [-2.3219, -2.6578, -1.4528], [-3.8171, -1.3972, 0.2620], [-1.0477, 1.3408, -5.6841], [0.1401, -5.3604, 1.3608], [-3.1633, 4.6091, -1.1615], [0.4950, -4.3387, 0.2789], [-2.0150, 4.8391, 1.3513], [7.7965, 0.1748, 0.5046], [1.1422, 3.4127, -2.2279], [-2.7494, 2.6130, 0.5036], [-3.3583, -0.5771, 6.1068], [-0.3227, -2.4079, 2.2887], [-0.0837, 2.9026, 0.1995], [-2.5045, -4.9293, 0.0591], [0.3314, -4.9673, 2.3601], [-1.8736, -3.5047, -1.9756], [2.4073, -1.6379, -5.6515], [0.3424, 0.0342, 1.7982], [0.8409, -5.8114, -1.2578], [-0.1226, 1.2681, 2.4486], [0.8361, -1.4058, -3.7397], [1.6852, -0.3841, -0.6573], [-0.8400, 0.2734, -3.7669], [-2.1463, -2.0590, 4.5426], [2.6202, 2.5157, 0.0988], [1.4299, -2.3582, -3.2189], [-1.5763, 2.8859, 4.3207], [-2.5459, 2.0898, 1.4405], [6.0668, -2.5611, -0.6302], [1.3234, 2.7259, 2.1632], [1.2322, 4.3797, -1.7271], [0.8674, 0.1258, -6.7415], [2.5930, 3.6009, 0.2132], [6.4074, -3.5817, -1.0492], [0.5992, -2.8390, 2.6925], [4.2702, 0.1941, 0.5754], [-2.8598, -4.0366, 0.5769], [-1.1537, -0.4229, 3.5480], [0.5386, -0.0726, -5.7263], [-1.8356, -1.7527, -1.8208], [2.0117, 6.1623, 0.2818], [-2.8215, -1.5430, 0.6943], [2.5939, -4.9262, 0.3143], [-3.7830, 2.9766, 0.5370], [-0.2463, 3.3546, 2.6668], [0.7608, -6.2541, 1.2292], [-2.9333, -1.6284, 1.7764], [-0.9999, 0.9907, 3.4692], [-2.1627, -2.7769, 0.0678], [-2.0021, -0.9862, 4.4879], [3.3923, 4.0134, -0.4078], [0.3999, 4.9986, -2.0624], [6.8838, -0.4768, 0.2327], [2.2858, -3.3838, -0.4922], [-0.4904, 0.5765, -5.1617], [2.1793, -2.1086, -6.6125], [-0.8215, -5.2035, -1.2403], [-2.6940, -0.1477, 5.3656], [-1.5420, 5.3021, -1.2756], [-0.9066, -5.6632, 1.3053], [2.8278, 3.8341, 1.2534], [1.9962, -4.0098, 0.3545], [0.2605, 6.1416, 0.0674], [0.4925, -4.1849, -1.8780], [-0.3676, -0.9880, 2.5755], [-0.1275, -0.6994, -3.1413], [1.2257, -1.0454, -5.0668], [-1.8601, 3.6618, -1.8954], [-3.9373, -3.9481, 0.3958], [3.1890, -0.8871, -5.7987], [-3.3855, -2.6119, -1.7146], [-2.2264, -0.6543, 0.4816], [2.7653, -2.3918, -4.9558], [-0.3029, -2.6238, 0.4220], [2.1613, 4.8569, -2.0552], [0.9754, 5.4855, 1.5515], [-2.0936, 4.3752, -1.1023], [0.2244, -4.9175, -1.1115], [1.1029, 5.5779, 0.4703], [-1.8099, 4.4569, 2.3532], [-3.0578, 1.8628, 6.0059], [0.2455, 2.6139, 2.0357], [4.4857, -0.9297, 0.0849], [1.2387, 4.2103, -0.1993], [5.7573, -1.2813, -0.0999], [-1.4146, 5.7328, 1.1910], [-1.6816, 1.8074, 4.3582], [-1.1664, -2.9384, 2.7378], [-1.7791, 3.7805, 0.2728], [-2.5289, 1.2268, 5.3049], [-1.7549, 0.8902, -3.2018]],
  "atomic_forces_ev_per_a": [[0.03, -0.04, 0.01], [-0.04, -0.15, 0.02], [0.00, 0.01, 0.02], [-0.04, -0.03, 0.00], [0.06, -0.02, 0.01], [0.01, -0.05, -0.01], [0.03, -0.02, -0.05], [-0.07, 0.08, -0.06], [0.02, 0.00, 0.00], [0.03, 0.17, 0.04], [0.04, -0.07, -0.04], [0.05, -0.04, -0.02], [0.10, 0.02, -0.01], [0.05, -0.06, -0.05], [0.00, -0.01, -0.02], [0.20, 0.08, -0.29], [-0.07, 0.32, 0.40], [-0.06, 0.02, 0.03], [0.01, -0.06, 0.04], [-0.05, 0.06, -0.03], [-0.01, -0.03, 0.00], [0.24, 0.09, -0.37], [0.02, 0.00, 0.00], [0.03, -0.02, -0.30], [0.08, -0.15, -0.17], [-0.46, 0.41, 0.46], [-0.01, 0.04, 0.00], [0.08, 0.00, -0.01], [0.06, -0.07, -0.02], [-0.07, 0.02, -0.03], [0.03, -0.02, 0.00], [-0.01, -0.03, 0.00], [-0.09, -0.20, -0.10], [-0.06, 0.07, 0.08], [-0.04, -0.05, 0.02], [0.03, 0.01, 0.01], [-0.11, -0.05, -0.01], [-0.06, -0.03, 0.00], [-0.06, -0.06, 0.01], [0.05, 0.23, 0.05], [0.08, 0.07, 0.01], [-0.09, 0.11, 0.15], [-0.09, 0.06, -0.07], [0.00, -0.01, -0.06], [-0.01, 0.02, 0.03], [0.07, 0.04, 0.00], [-0.02, -0.02, 0.02], [0.02, 0.06, 0.00], [0.07, -0.04, -0.01], [-0.01, -0.01, 0.01], [0.04, 0.00, 0.03], [-0.11, -0.10, 0.26], [0.14, -0.02, -0.12], [-0.04, -0.02, -0.02], [0.00, 0.05, 0.02], [-0.01, -0.01, -0.01], [-0.14, 0.42, 0.18], [0.05, -0.02, 0.01], [0.02, 0.07, 0.00], [-0.01, 0.00, 0.00], [0.05, -0.04, -0.01], [0.02, 0.04, 0.03], [-0.01, -0.02, -0.03], [0.07, -0.03, 0.04], [0.02, -0.07, -0.02], [-0.05, 0.04, -0.02], [0.00, 0.01, 0.01], [-0.03, -0.05, -0.06], [0.06, 0.04, -0.22], [-0.19, -0.07, 0.17], [-0.02, 0.02, 0.20], [-0.01, 0.00, -0.05], [-0.01, -0.01, 0.00], [0.00, -0.01, -0.02], [-0.02, -0.04, 0.04], [-0.07, 0.14, 0.00], [0.01, 0.00, -0.02], [-0.34, -0.55, 0.12], [-0.01, 0.02, 0.01], [0.03, 0.03, -0.01], [0.04, 0.00, 0.05], [0.00, 0.11, 0.03], [0.03, -0.04, -0.09], [-0.08, 0.05, -0.03], [-0.01, 0.00, -0.03], [0.11, -0.17, -0.19], [-0.05, -0.02, 0.09], [-0.07, -0.09, 0.01], [0.57, -0.37, -0.07], [-0.02, 0.01, 0.05], [-0.02, 0.09, -0.09], [-0.01, 0.05, 0.03], [0.10, -0.16, -0.02], [-0.04, 0.01, 0.07], [0.04, 0.03, -0.03]],
  "lowdin_charge": [0.075, 0.075, 0.078, 0.066, -0.105, 0.086, 0.087, -0.100, 0.079, -0.697, -0.100, 0.104, 0.077, -0.111, 0.081, -0.297, 1.144, 0.056, 0.064, 0.062, -0.054, -0.475, 0.083, -0.047, -0.591, 0.676, -0.554, 0.094, 0.043, -0.084, 0.088, 0.068, -0.242, 0.075, -0.115, 0.110, -0.110, 0.096, 0.082, -0.237, -0.104, -0.200, -0.109, 0.054, 0.079, -0.093, 0.085, 0.080, 0.060, 0.077, 0.070, -0.197, -0.686, -0.043, 0.081, 0.054, -0.235, 0.051, -0.023, 0.078, 0.055, -0.141, 0.057, 0.054, 0.075, -0.124, 0.055, 0.063, -0.063, 0.110, -0.076, 0.077, 0.078, 0.084, 0.080, 0.075, 0.079, 1.087, 0.075, 0.075, -0.110, -0.101, -0.106, 0.054, 0.081, -0.288, -0.151, -0.704, -0.351, 0.051, -0.041, 0.073, -0.699, -0.141, -0.051]
}

{
  "formula": "C34H75FIN3O7S5",
  "method": "wB97M-V/def2-TZVPD",
  "spin_multiplicity": 1,
  "mol_weight_g_mol": 944.23,
  "orbital_gap_ev": 7.8,
  "homo_energy_ev": -8.378,
  "species": ["H", "H", "H", "H", "H", "C", "S", "C", "H", "C", "H", "H", "H", "C", "H", "C", "H", "H", "C", "S", "H", "C", "H", "C", "H", "S", "H", "H", "C", "H", "C", "S", "C", "H", "H", "H", "C", "H", "H", "H", "H", "C", "H", "H", "C", "H", "C", "H", "C", "F", "C", "C", "H", "I", "C", "H", "H", "H", "H", "S", "C", "H", "H", "H", "H", "C", "H", "H", "N", "H", "C", "H", "H", "H", "H", "C", "H", "C", "N", "O", "O", "H", "H", "N", "O", "H", "H", "H", "H", "H", "C", "H", "H", "H", "H", "C", "H", "H", "H", "C", "C", "C", "O", "C", "H", "H", "H", "O", "H", "O", "H", "H", "H", "H", "H", "C", "C", "H", "C", "H", "H", "H", "C", "H", "O", "H"],
  "coordinates": [[-5.4933, -6.1073, 8.7899], [7.9438, 4.3531, -2.2410], [0.1825, -2.3389, -0.3439], [-6.2472, -4.5210, -2.1537], [-6.2663, -9.0886, 9.3323], [-7.1553, -3.9704, -2.4094], [-4.5670, -8.1541, 7.9086], [2.7036, 2.2346, -1.1342], [-5.7254, 2.1497, 0.2040], [0.5117, 5.3230, 0.0033], [-4.1859, -5.1936, 4.7902], [-1.4745, 5.4306, 0.6917], [-1.5255, -4.9830, 6.4205], [4.5310, 0.7302, 1.4397], [4.5903, 0.0817, 3.6959], [0.3933, 3.8246, 2.3270], [-4.7436, -7.1111, 10.0701], [2.9140, -4.1381, 2.9629], [-5.5668, 1.2873, -2.0151], [-2.4533, -1.7091, 1.8041], [0.8975, -1.1222, -2.3644], [0.4438, 1.7175, 0.7372], [6.7820, 3.4752, -8.2213], [0.9805, 0.7301, -3.6854], [0.3790, 4.0811, 3.4742], [7.6696, 4.3657, -6.1694], [-0.7312, 3.6736, 1.9678], [-4.2457, 0.9400, -0.1864], [3.7790, 0.4614, 2.9025], [8.2383, 4.4655, -8.4911], [4.4479, 4.1107, -2.1827], [-7.3647, -2.6237, -1.2197], [-4.6454, -6.7479, 9.0446], [0.6507, -4.0010, 1.6317], [-2.9850, 3.7354, -3.7419], [5.5728, 0.1452, 1.5969], [2.6740, -3.1102, 2.4052], [5.9887, 2.6695, -5.8772], [2.0332, -2.0999, -0.5587], [-6.4051, -9.6627, 7.6511], [-4.4332, 1.9693, -5.1041], [6.8522, 4.1364, -1.8138], [3.7038, -2.6818, 2.0525], [2.9733, -0.3791, 2.8775], [2.5933, 0.6254, -0.6653], [-1.1005, 0.0229, -3.0644], [-4.8996, 1.8494, -0.5993], [-5.2528, 0.1585, -2.1933], [6.9637, 2.8738, -5.4286], [2.3809, -1.3216, -3.8713], [-0.5303, 1.0570, -3.1420], [1.1876, 2.4013, 1.9924], [6.8394, 3.0443, -4.3569], [5.3312, 2.8145, 1.2863], [1.6088, -3.4561, 1.2109], [3.6839, 4.6963, -2.8613], [-6.9702, -8.0258, 8.0741], [-1.2606, 4.1948, -0.4474], [-9.1559, -1.0492, -1.4090], [-1.9347, -5.7844, 4.1812], [7.7831, 3.7062, -7.8505], [-4.2021, 2.7961, -0.7739], [-3.6654, -4.4000, 3.2820], [-0.7669, 2.8684, -4.6250], [2.3267, 2.6383, 1.8802], [-1.6926, -5.9623, 5.9655], [-3.0921, -3.7765, 4.8506], [1.7479, 2.5666, -1.7692], [1.2274, -0.8266, 0.9973], [2.7286, 2.9755, -0.2342], [-2.8073, 2.5834, -3.5012], [-7.0607, -3.5654, -3.4197], [-0.5497, 1.5263, -2.0701], [-8.6609, -1.6558, -3.0105], [-2.5709, -6.4373, 6.4083], [1.7752, -0.4372, -2.7979], [1.0514, 1.7345, 2.9725], [3.9162, 0.0878, 0.1312], [0.4694, -0.7454, 2.1257], [-0.7836, -4.9839, 3.6483], [-6.2532, -1.6429, -1.4489], [4.9633, 1.9181, -1.8301], [1.0135, 4.4984, -0.6987], [-0.9871, 5.1694, -0.1930], [5.7913, 4.2442, -2.8373], [-0.6461, 1.3999, 1.1142], [4.8180, 0.0861, -0.6597], [2.2055, 5.1444, 1.5547], [-0.8171, -6.5938, 6.1356], [0.8549, 0.3548, -4.8117], [-8.8593, -1.9367, -1.9733], [-2.6744, 2.5379, -2.3191], [0.6829, 6.0827, 2.1550], [0.1904, 2.5539, -0.0781], [8.4038, 2.8069, -7.8591], [-3.3610, -4.6772, 4.2938], [3.7501, -1.0803, 0.3263], [2.1492, -4.2538, 0.5056], [4.4804, 4.5886, -1.1077], [1.1825, -2.1464, 0.2793], [-0.8045, -1.2264, 1.9995], [1.0263, 5.1242, 1.5467], [9.0681, 4.5100, -5.6469], [-4.1682, 1.7324, -3.9699], [0.2621, 0.0541, -0.6595], [-6.7434, 1.2601, -1.8443], [1.6200, 1.7332, -3.7786], [-4.6000, -7.6073, 6.5123], [3.3945, 1.4837, 3.3862], [-5.3298, 2.1673, -3.1715], [-9.6629, -2.6754, -1.9313], [-8.0136, -4.6439, -2.3534], [2.1903, -2.4222, 3.2525], [-3.7193, -6.1753, 8.9522], [6.6961, 4.9194, -0.9464], [1.1540, 0.3710, 0.0751], [-6.2186, -8.7909, 8.2823], [-3.9697, 0.5658, -3.9305], [-1.4243, 2.0092, -4.1762], [-1.7643, 1.3221, -5.0866], [0.8071, 6.3603, -0.4814], [6.8520, 3.0210, -1.4468], [3.9974, 2.5074, -2.1287], [7.6344, 2.0256, -5.5849], [2.8104, -0.0382, -1.9526], [3.7380, 2.2174, -3.2486]],
  "atomic_forces_ev_per_a": [[0.05, -0.11, -0.06], [-2.65, -0.39, 0.36], [1.68, 0.42, 1.52], [-0.11, 0.15, 0.06], [0.09, 0.03, -0.08], [0.06, -0.01, -0.10], [-0.14, 0.12, -0.21], [0.13, 0.61, -0.53], [1.80, -0.75, -1.82], [0.40, -0.82, -0.98], [0.12, -0.10, -0.01], [0.45, -0.40, -1.08], [0.03, 0.00, -0.16], [1.13, -2.39, 1.83], [-1.55, 0.84, -1.94], [0.08, 0.00, -0.61], [0.03, -0.04, -0.10], [-0.50, 2.18, -1.27], [-1.04, -0.15, 1.17], [5.39, 1.47, 0.86], [2.29, 1.33, -0.46], [-0.50, -0.02, 0.46], [0.04, 0.05, 0.09], [0.02, 0.73, -0.74], [0.12, -0.71, -2.26], [0.32, -0.11, 0.23], [2.31, 0.44, 0.91], [-1.36, 2.20, -0.58], [0.81, 0.70, 1.09], [-0.06, -0.04, 0.18], [-0.40, -0.49, -0.22], [0.24, 0.22, -0.15], [-0.04, 0.12, -0.02], [1.98, 1.27, -0.58], [0.41, -2.56, 0.35], [-2.43, 1.43, -0.68], [-0.48, -0.86, 1.07], [0.05, 0.09, 0.03], [-1.85, 0.16, 1.79], [0.14, 0.13, 0.04], [0.67, -0.29, 2.41], [0.84, -0.41, 0.11], [-2.10, -0.65, 0.47], [1.29, 1.87, -0.32], [0.30, 2.07, -0.21], [1.09, 2.01, -0.03], [0.38, -0.48, -0.03], [-0.48, 2.62, 0.16], [0.17, -0.16, 0.07], [-0.72, 1.80, 2.56], [-0.60, -0.35, -0.29], [-0.93, 0.80, 1.40], [-0.03, 0.13, -0.29], [-0.60, -1.14, 0.28], [0.11, -0.21, -0.21], [1.61, -1.07, 1.37], [0.13, 0.00, -0.02], [0.42, 1.17, 0.55], [0.14, -0.15, 0.00], [0.19, 0.24, 0.01], [0.12, -0.06, -0.10], [-1.57, -2.10, 0.27], [0.16, -0.09, 0.09], [-1.22, -1.58, 0.99], [-2.18, -0.58, -0.10], [0.07, 0.05, 0.17], [0.09, -0.08, -0.06], [1.89, -1.07, 1.45], [2.15, -0.58, -2.33], [0.11, -1.53, -1.52], [-0.01, 0.17, 0.46], [-0.01, 0.06, 0.12], [0.19, -0.73, -2.01], [0.08, -0.04, 0.10], [0.00, -0.01, -0.24], [-2.18, -0.45, -2.44], [0.40, 1.19, -2.36], [0.82, -0.96, -1.10], [-8.39, -2.55, 0.63], [-0.42, -0.18, 0.26], [-0.55, -0.59, 0.02], [-2.00, 0.97, -0.43], [-0.91, 1.80, 1.55], [0.66, -0.30, 0.86], [-0.55, 0.20, 2.32], [2.46, 0.49, -0.78], [-2.25, 0.20, 1.56], [-2.30, -0.26, 0.07], [-0.08, 0.09, -0.17], [0.38, 0.51, 2.59], [-0.01, 0.10, -0.09], [-0.49, -0.08, -2.50], [0.68, -1.86, -1.26], [0.99, -2.08, 1.53], [-0.03, 0.09, 0.09], [-0.07, 0.08, 0.04], [0.22, 2.65, -0.14], [-1.30, 1.86, 1.33], [-0.11, -0.93, -2.09], [1.38, -1.03, -1.41], [1.16, 1.17, -0.12], [-0.32, 0.85, 0.09], [-0.59, -0.19, -0.27], [0.73, 0.57, -0.47], [2.21, 0.80, 0.75], [2.48, 0.13, -0.54], [-1.32, -2.23, 0.40], [-0.10, -0.07, 0.58], [0.55, -2.48, -1.26], [1.41, -2.26, 0.22], [0.10, 0.01, 0.05], [0.05, 0.08, 0.06], [1.09, -1.36, -2.07], [-0.08, -0.16, -0.05], [0.09, -1.70, -1.57], [-2.01, 0.14, -0.71], [-0.10, 0.02, -0.06], [-0.47, 2.30, 0.26], [-0.20, -0.66, -0.43], [0.91, 1.42, 1.77], [-0.36, -2.01, 1.40], [0.10, 2.29, -0.23], [0.36, 0.74, -0.42], [0.04, 0.12, -0.12], [-1.42, -1.25, -0.49], [0.53, 0.43, 2.45]],
  "lowdin_charge": [0.060, 0.116, 0.129, 0.051, 0.054, -0.270, 0.816, -0.123, 0.080, -0.276, 0.046, 0.067, 0.059, -0.662, 0.091, -0.195, 0.054, 0.088, -0.248, 0.605, 0.149, -0.146, 0.049, -0.113, 0.112, 0.806, 0.105, 0.074, -0.167, 0.047, -0.196, 0.825, -0.267, 0.094, 0.126, 0.089, -0.147, 0.057, 0.126, 0.052, 0.134, -0.156, 0.068, 0.041, -0.276, 0.125, -0.099, 0.092, -0.264, -0.096, -0.208, -0.204, 0.017, 0.856, -0.200, 0.136, 0.059, 0.044, 0.051, 0.819, -0.280, 0.069, 0.029, 0.111, 0.049, -0.266, 0.056, 0.110, -0.235, 0.058, -0.169, 0.058, 0.083, 0.060, 0.006, -0.257, 0.116, -0.156, 0.013, -0.582, -0.570, 0.089, 0.092, -0.052, -0.300, 0.127, 0.138, 0.106, 0.053, 0.136, -0.269, 0.089, 0.112, 0.092, 0.055, -0.272, 0.127, 0.120, 0.083, -0.184, -0.491, -0.198, -0.566, -0.203, 0.139, 0.122, 0.110, -0.570, 0.061, -0.228, 0.052, 0.052, 0.076, 0.046, 0.090, -0.151, -0.268, 0.128, -0.203, 0.117, 0.117, 0.058, -0.157, 0.060, -0.107, 0.118]
}

{
  "formula": "C2H4N2OS",
  "method": "wB97M-V/def2-TZVPD",
  "spin_multiplicity": 1,
  "e_above_lowest_kcal_mol": 92.18,
  "mol_weight_g_mol": 104.13,
  "orbital_gap_ev": [7.8, 7.8],
  "smiles": "[H]/N=N\\C(=S)OC",
  "homo_energy_ev": [-9.335, -9.335],
  "species": ["S", "C", "H", "N", "H", "O", "N", "H", "H", "C"],
  "coordinates": [[2.2855, -0.3019, 0.7081], [0.7830, -0.0406, 0.1714], [-2.0156, -1.5604, 0.6647], [0.3585, 0.8522, -0.7674], [2.2246, 1.2954, -1.0664], [-0.0992, -0.8149, 0.7180], [1.2333, 1.4107, -1.4911], [-1.7671, 0.0556, 1.1789], [-1.5741, -0.2729, -0.5392], [-1.4289, -0.6233, 0.4229]],
  "atomic_forces_ev_per_a": [[1.33, 0.47, -0.13], [2.46, -1.45, 2.39], [0.99, 0.76, -0.67], [0.76, 1.88, -3.57], [-1.18, -0.62, -0.49], [0.12, -0.99, -0.04], [-0.67, 0.10, 1.88], [-0.70, 0.90, 0.08], [-0.60, 0.55, -1.76], [-2.52, -1.59, 2.30]],
  "nbo_charge": [-0.063, 0.292, 0.199, -0.245, 0.312, -0.445, -0.175, 0.186, 0.208, -0.270]
}